{"formula": "C34H36N", "method": "wB97M-V/def2-TZVPD", "species": ["C", "C", "C", "C", "C", "C", "C", "C", "C", "C", "C", "C", "C", "C", "C", "C", "C", "C", "C", "C", "C", "N", "C", "C", "C", "C", "C", "C", "C", "C", "C", "C", "C", "C", "C", "H", "H", "H", "H", "H", "H", "H", "H", "H", "H", "H", "H", "H", "H", "H", "H", "H", "H", "H", "H", "H", "H", "H", "H", "H", "H", "H", "H", "H", "H", "H", "H", "H", "H", "H", "H"], "xyz": [[-4.4508, -2.6778, 3.4288], [-3.2387, -2.0823, 2.7933], [-3.1515, -0.6985, 2.6736], [-2.0134, -0.1229, 2.1326], [-0.9780, -0.9173, 1.6116], [0.2761, -0.1898, 1.1148], [1.5579, -0.8315, 1.6829], [2.3504, -0.1329, 2.5942], [3.5596, -0.6734, 3.0161], [3.9365, -1.9611, 2.6264], [5.2100, -2.5626, 3.1357], [3.1268, -2.6674, 1.7385], [1.9678, -2.0873, 1.2225], [0.4779, -0.0143, -0.3585], [-0.6117, 0.6892, -1.1704], [-1.2747, 1.8826, -0.6091], [-0.6775, 3.1649, -0.6446], [-1.3355, 4.2552, -0.0895], [-2.6030, 4.1017, 0.4791], [-3.2345, 2.8550, 0.4484], [-2.6015, 1.7672, -0.1364], [-0.8926, 0.3316, -2.4214], [-0.1328, -0.7201, -3.1405], [-0.9373, -1.4125, -4.2480], [-1.7908, -0.4935, -5.1076], [-2.5930, 0.4663, -4.2411], [-1.7008, 1.2367, -3.2803], [1.7576, 0.8247, -0.5597], [1.9721, 1.9513, 0.2382], [3.1648, 2.6704, 0.1473], [4.1520, 2.2575, -0.7473], [3.9348, 1.1386, -1.5552], [2.7415, 0.4166, -1.4547], [-1.0893, -2.3130, 1.6972], [-2.1959, -2.8821, 2.3261], [-4.3302, -3.7534, 3.5533], [-4.6214, -2.2125, 4.4051], [-5.3532, -2.5105, 2.8316], [-3.9753, -0.0757, 3.0212], [-1.9328, 0.9646, 2.1097], [0.2018, 0.7948, 1.5688], [2.0337, 0.8559, 2.9436], [4.2181, -0.1050, 3.6707], [5.1144, -3.6472, 3.2488], [6.0631, -2.3843, 2.4680], [5.4639, -2.1236, 4.1048], [3.4032, -3.6802, 1.4391], [1.3871, -2.6309, 0.4733], [0.6130, -1.0178, -0.7802], [0.2927, 3.2887, -1.1378], [-0.8457, 5.2288, -0.0855], [-3.0949, 4.9469, 0.9591], [-4.2240, 2.7214, 0.8881], [-3.0981, 0.7960, -0.2179], [0.7847, -0.2773, -3.5684], [0.1824, -1.5020, -2.4408], [-0.2224, -1.9553, -4.8778], [-1.5765, -2.1669, -3.7718], [-1.1581, 0.0721, -5.8034], [-2.4765, -1.1006, -5.7044], [-3.1244, 1.1950, -4.8652], [-3.3486, -0.0847, -3.6659], [-2.3463, 1.8748, -2.6731], [-1.0210, 1.8991, -3.8464], [1.2059, 2.2970, 0.9385], [3.3049, 3.5371, 0.7991], [5.0952, 2.7983, -0.7887], [4.7029, 0.8009, -2.2561], [2.5796, -0.4834, -2.0527], [-0.3148, -2.9691, 1.3060], [-2.2646, -3.9601, 2.4641]], "forces_ev_per_angstrom": [[-0.3, -0.2, 0.2], [0.0, 0.0, -0.1], [0.2, 0.0, -0.1], [0.1, -0.2, -0.1], [-0.1, 0.1, 0.0], [-0.2, -0.5, 1.9], [-0.4, 0.1, -0.4], [0.0, -0.1, -0.2], [-0.2, -0.2, 0.0], [0.0, 0.1, -0.2], [0.3, -0.1, 0.2], [-0.3, 0.1, -0.2], [0.4, 0.1, 0.4], [0.0, -0.1, -1.4], [0.3, -0.6, -1.3], [-1.0, 1.1, 0.1], [0.1, -0.8, -0.2], [-0.2, 0.0, 0.1], [0.2, -0.2, 0.1], [0.0, 0.2, -0.1], [0.7, -0.3, -0.2], [0.8, 0.9, 1.6], [0.2, -0.5, -0.4], [-0.1, -0.3, 0.2], [0.0, 0.1, -0.1], [0.0, -0.1, -0.1], [-0.5, 0.2, -0.5], [-0.2, 0.0, -0.1], [0.2, 0.4, -0.1], [-0.3, -0.2, 0.0], [-0.1, -0.1, 0.0], [0.0, -0.1, 0.0], [0.1, 0.2, -0.1], [-0.3, 0.2, 0.0], [-0.1, 0.3, -0.2], [-0.1, 0.0, 0.1], [0.0, -0.2, -0.1], [0.1, 0.0, 0.0], [0.2, -0.1, 0.0], [0.1, -0.4, 0.1], [0.0, 0.1, 0.0], [0.1, -0.4, -0.1], [-0.2, -0.1, 0.0], [0.0, 0.2, 0.1], [-0.2, 0.0, 0.0], [0.0, -0.2, -0.1], [0.0, 0.3, 0.0], [0.3, 0.2, 0.2], [0.2, 0.4, 0.0], [-0.4, 0.0, 0.3], [-0.2, -0.2, -0.1], [0.1, -0.2, -0.2], [0.2, 0.1, -0.2], [0.1, 0.4, 0.2], [-0.4, 0.2, 0.3], [-0.1, 0.4, -0.2], [-0.1, 0.0, 0.2], [0.0, 0.1, -0.1], [-0.1, 0.0, 0.1], [0.2, 0.1, 0.0], [0.1, -0.1, 0.2], [0.1, 0.1, -0.1], [0.4, -0.2, 0.1], [0.0, -0.4, 0.3], [0.4, -0.2, -0.3], [0.1, -0.3, -0.3], [-0.2, -0.1, -0.1], [-0.2, 0.2, 0.3], [0.2, 0.3, 0.2], [-0.2, 0.2, 0.3], [0.1, 0.2, -0.1]], "charge": 1}

{"formula": "C8H14N7", "method": "wB97M-V/def2-TZVPD", "species": ["C", "C", "C", "C", "C", "C", "C", "C", "N", "N", "N", "N", "N", "N", "N", "H", "H", "H", "H", "H", "H", "H", "H", "H", "H", "H", "H", "H", "H"], "xyz": [[-1.8420, 2.3795, -0.1468], [-1.0200, 0.6473, -1.2300], [-1.7792, 1.8150, -1.4066], [2.7399, -0.3461, 0.9523], [1.1712, 0.3414, 2.5743], [0.3353, -2.4692, -0.8409], [1.8150, -0.7657, -0.0976], [-0.1002, -0.5829, 0.6816], [-1.1883, 1.5637, 0.6849], [2.4889, 0.0552, 2.1265], [-0.7410, 0.5055, 0.0685], [1.7019, -2.1025, -0.4505], [-0.5764, -1.8039, 0.1363], [-2.2861, 2.3237, -2.5423], [-0.0126, -0.4140, 2.1258], [-2.1923, 3.4646, 0.0025], [-0.9041, -0.2308, -1.8371], [3.8432, -0.2540, 0.5892], [1.1035, 0.2569, 3.6821], [1.0312, 1.3962, 2.3651], [0.1502, -1.9181, -1.7106], [0.1661, -3.4127, -1.2370], [1.7702, -0.0777, -0.9741], [2.1628, -2.8353, 0.1248], [-0.5756, -2.5647, 0.8748], [-2.2794, 3.3553, -2.6255], [-1.8090, 1.9397, -3.3202], [0.0763, -1.2930, 2.6593], [-1.2891, 1.4514, 1.6721]], "forces_ev_per_angstrom": [[-0.6, 2.4, -0.9], [-0.9, -0.8, -0.3], [1.2, -0.5, 1.5], [2.7, 0.5, -0.1], [-0.8, 0.2, 1.4], [1.7, 4.5, 0.2], [-3.6, 0.4, 0.0], [3.7, -2.2, 0.1], [-0.2, 0.8, 1.8], [0.4, 0.0, -0.9], [-0.6, 0.8, -1.7], [0.5, -2.2, 0.2], [-0.5, -3.2, 2.4], [-0.5, 1.5, -1.1], [0.3, -0.6, -0.6], [0.5, -2.2, 0.6], [0.3, 0.3, -0.5], [-1.6, -0.5, 0.9], [0.4, 0.1, -0.7], [0.0, 0.4, -0.1], [0.0, 1.1, -1.7], [-0.4, -2.4, 0.8], [0.0, -0.3, 0.6], [-0.4, 1.2, -0.3], [-0.7, 1.7, -0.5], [-0.2, -1.0, 0.3], [0.1, -0.3, -1.1], [-0.7, 0.3, -1.0], [0.1, 0.3, 0.9]], "de_lowest_ev": 2.1275, "charge": 1}

Number 1: gap between HOMO and LUMO 7.50 eV. Number 2: gap between HOMO and LUMO 8.36 eV.